ORCA calculation (the ωB97M-V functional and the def2-TZVPD basis) on 6 unconnected molecules or ions with the total composition C44H104N9O11 at a distorted geometry.

The geometry in XYZ format:
```
168
Properties=species:S:1:pos:R:3:forces:R:3:lowdin_charge:R:1
C -0.4742 4.2546 5.0792 -0.08 0.10 -0.05 -0.0949
O 0.9320 4.3104 5.2064 0.03 0.46 -0.21 -0.2149
C 1.5046 3.2655 5.9550 0.50 -0.50 0.35 -0.2355
C 1.4185 1.9034 5.2926 -0.29 0.48 -0.98 -0.1638
C 1.8247 1.9345 3.8125 -0.23 -0.77 0.00 -0.1996
C 3.2898 1.6055 3.6142 0.30 0.86 -0.01 -0.2039
C 3.8453 1.8209 2.2090 -0.03 -0.33 0.33 -0.2095
C 3.3853 0.8280 1.1455 -0.09 0.48 0.10 -0.1840
C 1.9674 0.9549 0.5620 0.44 -0.22 -0.78 -0.1815
C 1.9675 1.5203 -0.8730 0.05 0.77 0.67 -0.1895
C 1.9132 3.0608 -0.8433 -0.42 -0.49 -0.05 -0.1995
C 0.4827 3.5621 -0.7623 -0.07 0.34 0.12 -0.1767
C 0.3270 5.0915 -0.8993 -0.04 -0.14 -0.19 -0.0941
C 1.3747 5.7921 -0.1315 0.15 0.22 0.54 -0.2900
N 1.4006 5.7097 1.1921 0.44 0.33 -0.03 0.2216
C 2.4718 6.4277 1.5872 -0.49 -0.45 -0.43 -0.3638
N 2.8057 6.5553 2.8585 0.05 0.03 0.24 0.2310
N 3.1029 6.9519 0.5122 -0.08 -0.07 0.43 0.1546
N 2.3859 6.5488 -0.5865 -0.65 -0.53 0.06 0.1509
H -0.9402 5.0954 5.5822 0.01 0.24 0.18 0.0855
H -0.7401 4.3062 4.0291 -0.07 -0.06 -0.28 0.0819
H -0.8980 3.3499 5.4963 -0.02 -0.28 0.09 0.0859
H 2.5470 3.5313 6.1001 0.22 0.19 -0.07 0.1196
H 1.0714 3.2031 6.9519 -0.23 0.14 0.22 0.1234
H 2.0616 1.1920 5.7834 0.14 -0.27 0.54 0.0933
H 0.3994 1.5387 5.3506 -0.23 -0.17 0.18 0.1047
H 1.5664 2.8771 3.3390 0.03 0.35 0.01 0.0997
H 1.2278 1.1877 3.2965 -0.13 -0.18 -0.13 0.1055
H 3.5198 0.6063 3.9663 -0.10 -0.37 0.02 0.1113
H 3.8532 2.2726 4.2711 0.16 0.05 0.16 0.1134
H 3.6796 2.8590 1.9207 -0.17 0.17 -0.21 0.0930
H 4.9234 1.7050 2.2839 0.27 0.06 -0.02 0.1068
H 4.0870 0.9192 0.3234 0.19 -0.14 -0.27 0.1009
H 3.5267 -0.1678 1.5523 0.01 -0.24 0.10 0.1127
H 1.3124 1.5764 1.1562 -0.16 0.04 0.38 0.0855
H 1.5472 -0.0427 0.5194 -0.31 -0.18 0.11 0.1064
H 2.8866 1.2516 -1.3785 0.04 -0.46 -0.26 0.0994
H 1.1037 1.1463 -1.4074 -0.07 -0.20 -0.39 0.0941
H 2.4129 3.5016 -1.7037 0.12 0.02 -0.20 0.1148
H 2.4306 3.3594 0.0588 0.40 0.37 0.17 0.0878
H -0.1323 3.0947 -1.5211 -0.11 -0.07 -0.28 0.1180
H 0.0374 3.2950 0.1880 0.01 -0.24 0.29 0.1148
H -0.5937 5.3883 -0.4151 -0.37 0.08 0.03 0.1284
H 0.2434 5.4007 -1.9349 0.37 0.14 -0.20 0.1245
H 2.2368 6.0680 3.5384 -0.07 -0.12 0.02 0.1211
H 3.6064 7.0545 3.1929 0.16 0.12 -0.09 0.1281
H 3.9281 7.5220 0.4709 0.08 0.10 -0.23 0.1827
H 2.6075 6.7595 -1.5440 0.33 0.21 0.02 0.1876
C 0.3565 0.7719 -6.0534 0.10 -0.09 -0.11 -0.1008
O 1.6694 0.2628 -5.9001 -0.19 0.03 0.03 -0.1881
C 2.1354 0.2342 -4.5603 0.36 0.14 -0.03 -0.2282
C 2.3035 -1.1823 -4.0606 -0.27 -0.05 -0.10 -0.2124
N 1.0053 -1.8116 -3.8641 0.18 -0.13 0.09 -0.0358
C 1.0742 -3.2447 -3.5825 -0.22 0.17 -0.04 -0.1964
C 1.5884 -4.1542 -4.6924 0.04 -0.25 0.16 -0.2216
O 0.7363 -4.2216 -5.8177 0.03 0.12 -0.03 -0.1737
C 0.9435 -3.2342 -6.8118 -0.12 -0.13 -0.03 -0.0953
H 0.1558 0.8478 -7.1214 0.03 -0.02 -0.01 0.0749
H -0.3886 0.1066 -5.6041 -0.05 0.10 0.07 0.0846
H 0.2694 1.7699 -5.6094 -0.06 -0.01 0.04 0.0875
H 1.4683 0.7947 -3.8973 -0.09 -0.04 -0.02 0.1041
H 3.1123 0.7299 -4.5507 -0.01 0.01 0.03 0.1217
H 2.8311 -1.1631 -3.1014 0.03 -0.02 0.00 0.1184
H 2.9318 -1.7199 -4.7833 0.10 0.05 0.04 0.1113
H 0.4388 -1.6771 -4.6909 -0.04 0.04 -0.01 0.0747
H 0.0608 -3.5688 -3.3358 0.01 -0.06 0.01 0.0946
H 1.6830 -3.3973 -2.6850 0.06 0.01 -0.03 0.1211
H 1.6237 -5.1688 -4.2868 0.01 -0.01 -0.02 0.1240
H 2.6121 -3.9066 -4.9972 -0.03 0.11 -0.05 0.1124
H 1.9908 -2.9263 -6.8654 0.01 0.04 0.04 0.0896
H 0.3140 -2.3545 -6.6484 0.08 0.07 0.00 0.0723
H 0.6605 -3.6689 -7.7699 0.00 -0.03 0.01 0.0898
C 7.0973 -0.6235 9.9979 0.00 -0.11 -0.04 -0.1174
O 6.3604 -1.8283 9.9297 -0.02 0.19 -0.01 -0.1959
C 5.4024 -1.9863 10.9705 0.01 -0.24 0.05 -0.2155
C 3.9969 -1.9571 10.4142 0.02 0.17 -0.16 -0.2136
N 3.6474 -0.6227 9.9398 -0.04 -0.14 -0.05 -0.0498
C 2.3915 -0.5556 9.2008 0.15 0.16 0.06 -0.2005
C 2.3052 -1.2949 7.8705 -0.28 0.03 -0.03 -0.2207
O 3.1397 -0.7583 6.8563 0.12 -0.07 0.04 -0.2065
C 4.4673 -1.2578 6.8329 -0.04 0.16 -0.18 -0.0907
H 7.8642 -0.6674 9.2266 -0.01 -0.03 -0.02 0.0875
H 6.4656 0.2535 9.8157 0.02 0.03 0.08 0.0794
H 7.5873 -0.5140 10.9695 -0.01 0.05 0.01 0.0889
H 5.5315 -1.2219 11.7412 -0.02 0.07 -0.04 0.1231
H 5.5776 -2.9615 11.4324 0.02 0.01 0.01 0.1233
H 3.2947 -2.2488 11.1997 -0.03 0.00 -0.01 0.1251
H 3.9439 -2.7087 9.6146 -0.01 -0.11 0.09 0.1081
H 4.3919 -0.2838 9.3453 0.04 0.03 0.01 0.0702
H 2.1892 0.5011 9.0043 -0.05 -0.01 -0.01 0.1139
H 1.5878 -0.9153 9.8502 -0.01 -0.04 0.00 0.1200
H 1.2815 -1.1802 7.5027 0.01 0.00 -0.02 0.1197
H 2.4786 -2.3713 7.9750 0.11 0.01 0.04 0.1128
H 4.5191 -2.2902 7.1838 0.01 -0.01 0.06 0.0914
H 5.1444 -0.6372 7.4257 0.02 -0.10 0.08 0.0747
H 4.8127 -1.2250 5.7986 -0.03 -0.02 -0.01 0.0827
C 1.1738 2.1403 -9.6307 -0.14 -0.08 -0.05 -0.1112
O -0.2067 1.8535 -9.4836 0.19 0.10 0.05 -0.2109
C -0.9777 2.9616 -9.0329 -0.22 -0.13 0.14 -0.2269
C -1.9244 3.4403 -10.1106 0.14 -0.02 -0.21 -0.2169
N -1.1972 4.0725 -11.2031 -0.11 -0.07 0.04 -0.0513
C -2.0137 4.3816 -12.3749 0.19 0.07 0.03 -0.1992
C -2.6120 3.2165 -13.1549 -0.16 0.11 -0.11 -0.2284
O -1.6535 2.4097 -13.8104 0.03 -0.06 0.10 -0.1760
C -1.1099 1.3523 -13.0431 0.05 0.02 -0.18 -0.1001
H 1.6829 1.2074 -9.8644 -0.05 -0.03 0.00 0.0920
H 1.3455 2.8492 -10.4469 0.10 0.06 0.08 0.0815
H 1.5923 2.5429 -8.7030 0.04 0.04 -0.02 0.0845
H -0.3311 3.7764 -8.6943 0.04 0.03 -0.08 0.1218
H -1.5672 2.6212 -8.1750 0.02 0.00 0.00 0.1168
H -2.6161 4.1694 -9.6787 -0.03 0.00 -0.01 0.1235
H -2.5102 2.5732 -10.4451 -0.08 0.00 0.11 0.1096
H -0.4427 3.4630 -11.4892 0.04 -0.01 -0.02 0.0703
H -1.3844 4.9496 -13.0637 -0.04 0.02 -0.03 0.1191
H -2.8247 5.0477 -12.0650 -0.03 -0.02 0.02 0.1176
H -3.2320 3.6439 -13.9470 0.00 -0.02 -0.01 0.1222
H -3.2758 2.5975 -12.5392 0.08 -0.03 0.07 0.1110
H -1.8295 0.9666 -12.3163 0.00 0.03 0.05 0.0884
H -0.1962 1.6555 -12.5231 -0.04 -0.03 0.10 0.0717
H -0.8473 0.5486 -13.7308 -0.02 0.01 -0.02 0.0885
C -1.5276 -1.7873 -1.2399 -0.11 -0.01 -0.08 -0.1141
O -2.3347 -2.1128 -2.3534 0.12 -0.01 0.15 -0.1955
C -2.6060 -3.5070 -2.4768 -0.06 -0.03 -0.33 -0.2227
C -4.0694 -3.7912 -2.2262 -0.05 0.15 0.19 -0.2069
N -4.4015 -3.5761 -0.8233 -0.07 0.01 -0.07 -0.0461
C -5.8284 -3.6184 -0.5162 0.16 -0.02 0.15 -0.1950
C -6.7129 -2.5284 -1.1068 -0.21 -0.11 0.03 -0.2193
O -6.4447 -1.2350 -0.5925 0.11 0.02 -0.06 -0.1815
C -5.4357 -0.5058 -1.2636 -0.11 0.08 0.15 -0.1043
H -1.2886 -0.7264 -1.3003 -0.02 0.01 -0.06 0.0821
H -2.0588 -1.9771 -0.2996 0.13 -0.03 0.06 0.0644
H -0.5921 -2.3539 -1.2523 0.02 0.01 0.06 0.0772
H -1.9770 -4.0929 -1.8003 -0.02 0.04 0.09 0.1244
H -2.3571 -3.7973 -3.5018 0.00 -0.01 0.01 0.1198
H -4.2839 -4.8304 -2.4893 -0.03 -0.01 0.01 0.1268
H -4.6528 -3.1438 -2.8953 0.02 -0.08 -0.12 0.1103
H -4.0422 -2.6740 -0.5397 0.03 0.02 0.00 0.0511
H -5.9250 -3.5639 0.5717 -0.05 -0.04 0.00 0.1051
H -6.2199 -4.5944 -0.8173 -0.01 0.00 -0.04 0.1221
H -7.7428 -2.7548 -0.8198 0.00 0.03 0.00 0.1231
H -6.6897 -2.5163 -2.2027 0.11 0.04 -0.01 0.1123
H -5.3907 -0.7577 -2.3260 0.05 -0.05 -0.01 0.0894
H -4.4503 -0.6640 -0.8134 0.05 -0.03 -0.10 0.0669
H -5.6775 0.5534 -1.1679 -0.03 -0.01 0.00 0.0867
C -3.5933 -2.4129 2.3322 0.03 0.03 0.08 -0.1246
O -3.8705 -2.1140 3.6856 0.00 -0.05 -0.14 -0.1910
C -5.2272 -2.3387 4.0578 -0.07 0.17 0.18 -0.2106
C -5.3346 -3.4882 5.0337 0.17 -0.17 -0.10 -0.2154
N -5.0359 -4.7562 4.3805 0.02 0.07 0.14 -0.0491
C -4.9151 -5.8928 5.2895 0.00 -0.01 -0.21 -0.1992
C -3.7660 -5.8841 6.2910 -0.09 -0.16 0.15 -0.2273
O -2.4840 -5.9861 5.6997 0.01 0.13 -0.02 -0.1769
C -1.8910 -4.7639 5.3066 0.09 -0.17 -0.03 -0.1036
H -2.5699 -2.0973 2.1298 0.02 0.00 0.05 0.0811
H -3.6744 -3.4847 2.1240 -0.06 0.02 -0.12 0.0823
H -4.2684 -1.8655 1.6634 -0.02 -0.04 -0.03 0.0780
H -5.8495 -2.5195 3.1769 0.03 -0.06 -0.03 0.1185
H -5.5886 -1.4268 4.5414 0.00 0.00 -0.02 0.1219
H -6.3530 -3.5261 5.4302 -0.01 -0.01 0.03 0.1247
H -4.6522 -3.2779 5.8693 -0.08 0.09 0.06 0.1071
H -4.1705 -4.6626 3.8655 0.01 -0.01 -0.05 0.0706
H -4.8076 -6.7880 4.6727 -0.01 -0.03 0.04 0.1194
H -5.8556 -5.9984 5.8388 0.00 0.03 0.03 0.1185
H -3.8755 -6.7731 6.9173 0.02 0.00 0.00 0.1216
H -3.8068 -5.0203 6.9654 0.01 0.08 -0.08 0.1100
H -2.1968 -3.9377 5.9538 -0.05 0.03 -0.02 0.0869
H -2.1242 -4.5143 4.2672 -0.04 0.10 0.03 0.0717
H -0.8098 -4.8838 5.3835 0.00 -0.02 0.02 0.0856
```
Positions in Å, forces in eV/Å.

LUMO level ... -2.71 eV
Charge ... +1
Spin multiplicity ... 1
HOMO-LUMO gap ... 0.2577 hartree